ORCA calculation (ωB97M-V with the def2-TZVPD basis set) on C30H34IrN2OS as an isolated structure.

Geometry as XYZ:
```
69
Properties=species:S:1:pos:R:3:forces:R:3
Ir -1.265 -0.990 0.678 0.47 -0.15 -0.48
C 3.394 -0.390 -4.558 0.00 0.02 0.00
C 2.558 -1.559 -4.016 0.02 -0.03 -0.02
C 3.075 -2.879 -4.608 -0.01 -0.01 -0.03
C 1.106 -1.373 -4.462 0.01 0.07 -0.02
C 2.687 -1.608 -2.497 0.02 -0.02 -0.05
C 3.959 -1.789 -1.915 0.06 -0.01 0.04
C 4.142 -1.911 -0.555 0.04 -0.03 -0.14
C 3.016 -1.820 0.258 0.08 0.04 0.11
S 2.896 -2.028 1.977 -0.03 -0.03 0.01
C 1.221 -1.767 1.889 0.14 0.03 0.02
N 0.763 -1.493 0.680 -0.19 0.08 0.14
C 1.764 -1.571 -0.288 -0.13 0.01 -0.05
C 1.591 -1.497 -1.666 -0.11 0.00 -0.17
C 0.247 -1.892 2.959 -0.03 0.17 -0.02
C 0.541 -2.285 4.254 -0.04 -0.07 0.06
C -0.495 -2.476 5.161 0.05 -0.01 0.02
C -1.807 -2.289 4.765 -0.04 0.00 -0.02
C -2.109 -1.872 3.467 0.02 -0.05 0.03
C -1.082 -1.657 2.567 -0.20 0.05 0.01
H 3.267 -0.314 -5.639 0.01 -0.01 0.01
H 4.458 -0.527 -4.361 -0.02 0.01 0.01
H 3.086 0.559 -4.113 0.00 -0.01 -0.01
H 3.009 -2.847 -5.697 0.00 0.00 0.01
H 2.482 -3.726 -4.257 0.01 0.01 0.01
H 4.117 -3.064 -4.347 -0.01 0.02 0.00
H 1.066 -1.331 -5.550 0.00 -0.01 0.01
H 0.676 -0.437 -4.085 0.29 -0.16 -0.21
H 0.474 -2.207 -4.145 -0.01 0.02 0.01
H 4.826 -1.863 -2.558 0.00 -0.01 0.01
H 5.124 -2.091 -0.139 -0.01 0.01 -0.01
H 0.595 -1.382 -2.075 0.37 -0.14 0.06
H 1.566 -2.463 4.556 -0.01 0.00 -0.02
H -0.273 -2.788 6.173 0.00 0.01 -0.01
H -2.613 -2.454 5.467 0.01 -0.02 -0.01
H -3.144 -1.713 3.199 0.02 -0.03 0.00
N -4.361 -0.736 0.777 -0.11 0.00 -0.07
C -3.213 -0.802 0.743 0.01 0.00 -0.06
H -5.366 -0.714 0.781 0.04 0.00 0.01
C 0.834 1.788 -1.484 0.02 0.03 -0.08
C -0.675 1.732 -1.779 0.44 -0.05 0.51
C -1.139 0.327 -2.128 -0.65 0.08 0.38
C -1.392 2.463 -0.650 -0.03 -0.79 -0.07
C -1.881 3.692 -0.945 -0.26 0.71 -0.05
C -2.408 4.564 0.036 0.15 -0.18 -0.14
C -2.445 4.169 1.368 -0.24 0.38 0.03
C -2.015 2.934 1.758 0.27 -0.11 0.08
C -2.137 2.544 3.213 0.17 -0.27 -0.11
C -3.105 1.372 3.410 -0.03 0.05 -0.05
C -0.772 2.276 3.862 -0.03 -0.01 -0.01
C -1.474 2.036 0.734 -0.33 0.19 0.08
O -1.104 0.900 1.219 0.26 -0.36 -0.07
H 1.410 1.454 -2.348 -0.01 -0.06 0.03
H 1.101 1.161 -0.633 0.00 -0.06 0.04
H 1.144 2.808 -1.253 -0.02 0.01 -0.04
H -0.847 2.333 -2.672 -0.07 0.02 0.00
H -0.862 -0.433 -1.360 -0.01 0.10 0.04
H -0.648 -0.014 -3.039 -0.19 -0.01 0.23
H -2.216 0.261 -2.276 -0.04 0.09 -0.06
H -1.817 4.023 -1.974 -0.08 0.15 0.05
H -2.761 5.546 -0.249 -0.01 -0.02 -0.04
H -2.843 4.831 2.126 -0.03 0.10 -0.10
H -2.576 3.406 3.716 0.01 0.06 -0.02
H -2.727 0.464 2.945 -0.02 0.18 0.13
H -4.091 1.600 2.997 0.01 0.01 0.01
H -3.226 1.180 4.477 0.00 -0.01 -0.01
H -0.266 1.429 3.399 -0.01 -0.01 0.05
H -0.918 2.051 4.919 0.02 0.02 0.00
H -0.123 3.149 3.792 0.00 -0.01 0.00
```
Forces are in eV/Å.

- Kohn-Sham gap (alpha / beta) (eV) = 5.8 / 5.1
- LUMO energy (alpha / beta) (eV) = -8.1 / -8.8
- M (g mol⁻¹) = 662.90
- spin multiplicity = 2
- net charge = +2
- expectation value of S² = 0.7927

Atom charges from the Löwdin analysis, given in e for atoms 1 to 4: 1.366 -0.028 -0.550 -0.029

***

ORCA calculation (ωB97M-V with the def2-TZVPD basis set) on C30H34MnN3O5PS2 as an isolated structure.

Geometry as XYZ:
```
76
Properties=species:S:1:pos:R:3:forces:R:3
Mn 0.268 0.233 -0.381 0.19 -0.08 -0.06
C -2.180 2.231 -3.334 -0.03 -0.04 -0.04
C -2.689 1.164 -4.059 0.02 0.08 0.02
C -2.307 -0.123 -3.724 0.10 -0.04 0.08
C -1.415 -0.304 -2.675 -0.07 0.32 -0.08
N -0.913 0.740 -1.987 -0.11 -0.10 0.08
C -1.298 1.975 -2.300 0.05 0.02 0.01
C -0.974 -1.614 -2.173 0.14 -0.24 0.15
C -1.197 -2.848 -2.769 0.01 0.05 0.06
C -0.687 -3.982 -2.158 -0.02 0.00 -0.03
C 0.039 -3.870 -0.981 0.02 0.08 0.03
C 0.235 -2.609 -0.436 -0.22 0.00 -0.28
N -0.284 -1.521 -1.029 0.08 -0.08 -0.05
C 0.968 -2.298 0.803 0.13 0.17 0.29
C 1.560 -3.239 1.634 -0.11 0.06 -0.12
C 2.152 -2.807 2.809 0.02 0.10 0.08
C 2.116 -1.460 3.135 0.00 -0.10 0.00
C 1.515 -0.576 2.255 -0.02 0.04 -0.04
N 0.982 -0.985 1.106 0.14 -0.18 -0.06
H -2.471 3.249 -3.551 0.00 0.01 0.00
H -3.389 1.330 -4.867 0.00 0.00 0.00
H -2.709 -0.973 -4.256 0.00 -0.02 0.00
H -0.895 2.757 -1.672 -0.01 0.01 0.02
H -1.749 -2.923 -3.695 -0.01 0.00 -0.01
H -0.850 -4.954 -2.601 0.00 -0.01 0.00
H 0.445 -4.748 -0.500 0.01 -0.01 0.00
H 1.550 -4.288 1.375 -0.01 -0.01 -0.01
H 2.620 -3.520 3.474 0.01 0.00 0.01
H 2.539 -1.091 4.058 0.01 0.00 0.01
H 1.429 0.485 2.465 -0.01 0.00 0.01
C 3.710 4.815 3.229 -0.03 0.04 0.05
O 4.660 3.965 2.607 0.03 -0.01 -0.03
C 4.194 3.070 1.711 -0.02 -0.04 -0.02
C 5.185 2.239 1.128 0.05 -0.03 -0.02
C 4.804 1.287 0.236 0.03 0.04 0.04
C 3.448 1.088 -0.138 -0.11 0.00 0.10
C 3.102 0.110 -1.119 -0.03 0.21 -0.13
C 4.172 -0.727 -1.780 0.00 0.05 -0.07
O 1.931 -0.095 -1.514 -0.10 -0.35 0.28
C 2.449 1.939 0.450 0.07 -0.02 -0.06
O 1.192 1.855 0.223 -0.10 0.00 0.00
C 2.874 2.933 1.375 -0.03 0.06 -0.01
H 4.277 5.450 3.905 -0.02 0.00 0.00
H 2.972 4.239 3.793 0.00 0.00 -0.02
H 3.194 5.433 2.491 0.01 -0.01 0.00
H 6.217 2.382 1.412 0.01 0.00 0.00
H 5.570 0.664 -0.208 0.01 0.00 0.00
H 4.780 -0.116 -2.449 0.02 0.00 0.02
H 3.686 -1.509 -2.359 0.00 0.01 -0.01
H 4.836 -1.177 -1.044 -0.01 -0.02 0.00
H 2.087 3.526 1.822 0.00 -0.03 0.02
C -3.879 1.464 3.815 0.02 0.03 -0.02
C -4.238 2.336 2.625 -0.05 -0.01 0.06
C -5.021 1.586 1.560 0.01 0.06 0.03
O -3.102 2.988 2.017 0.05 -0.15 -0.01
P -1.593 2.446 1.861 0.34 -0.11 0.14
S -0.537 2.633 3.506 0.03 0.06 -0.05
S -1.644 0.584 1.072 -0.22 0.20 -0.22
O -1.104 3.426 0.696 -0.51 0.12 -0.21
C -0.864 4.846 0.789 0.24 -0.01 0.05
C -1.693 5.586 1.823 -0.06 -0.04 -0.05
C -1.104 5.402 -0.603 0.07 -0.05 0.02
H -4.800 1.119 4.288 -0.02 0.00 -0.01
H -3.291 2.020 4.542 0.00 0.00 0.01
H -3.302 0.593 3.502 0.02 0.00 0.00
H -4.842 3.176 2.980 0.02 -0.01 0.00
H -4.449 0.736 1.195 0.01 -0.02 -0.01
H -5.243 2.245 0.721 0.00 0.00 -0.01
H -5.964 1.229 1.981 0.00 0.00 0.01
H 0.199 4.952 1.034 -0.03 -0.01 0.08
H -2.751 5.564 1.561 -0.02 -0.01 0.00
H -1.360 6.626 1.844 0.01 0.01 0.00
H -1.568 5.160 2.815 0.01 0.00 0.02
H -2.138 5.217 -0.903 -0.01 -0.01 0.00
H -0.431 4.943 -1.328 -0.01 -0.01 -0.01
H -0.930 6.478 -0.612 0.01 0.01 0.00
```
Forces are in eV/Å.

- Kohn-Sham gap (alpha / beta) (eV) = 6.4 / 6.1
- LUMO energy (alpha / beta) (eV) = -0.4 / -0.5
- M (g mol⁻¹) = 666.66
- spin multiplicity = 2
- expectation value of S² = 0.7869

Atom charges from the Löwdin analysis, given in e for atoms 1 to 4: 0.401 -0.028 -0.049 0.002

***

> Which of these has the highest M?

C30H34MnN3O5PS2

***

> Number 1 is which compound?

C30H34IrN2OS